Entry 1
143
Properties=species:S:1:pos:R:3 method="wB97M-V/def2-TZVPD" orbital_gap_ev=10.4188 total_charge=0 smiles="C[C@H]1COC(=O)O1.C[C@H]1COC(=O)O1.C[C@H]1COC(=O)O1.C[C@H]1COC(=O)O1.C[C@H]1COC(=O)O1.C[C@H]1COC(=O)O1.C[C@H]1COC(=O)O1.C[C@H]1COC(=O)O1.C[C@H]1COC(=O)O1.C[C@H]1COC(=O)O1.C[C@H]1COC(=O)O1" spin_multiplicity=1
C -2.09110 3.93943 3.25659
C -1.75985 3.12496 1.94036
C -2.98555 2.70306 1.15360
O -2.62111 3.02820 -0.13940
C -1.51917 3.76624 -0.12507
O -0.93375 4.09832 -1.14914
O -1.10572 3.93497 1.12319
H -2.68756 4.79860 2.94974
H -1.19990 4.32526 3.75156
H -2.65163 3.37793 4.00399
H -1.16864 2.22724 2.12116
H -3.84522 3.25737 1.53019
H -3.19057 1.63257 1.16327
C -4.16956 0.18936 -7.14059
C -2.85703 -0.66304 -6.85579
C -2.33825 -0.61130 -5.46517
O -2.06500 -1.96484 -5.23265
C -2.79229 -2.71382 -6.03297
O -2.69786 -3.94822 -6.07608
O -3.37877 -1.93951 -6.90198
H -4.54246 0.19863 -8.16477
H -3.92760 1.23665 -6.95963
H -5.03385 -0.00976 -6.50700
H -2.07316 -0.58106 -7.60873
H -3.11315 -0.21031 -4.81184
H -1.47721 0.05301 -5.39154
C -0.25820 0.86614 -1.78917
C 0.22532 0.14383 -0.51632
C 1.70909 -0.37700 -0.55639
O 2.18877 0.05576 0.69952
C 1.35608 0.86674 1.34263
O 1.49170 1.31817 2.52541
O 0.22360 0.99328 0.64101
H 0.24193 1.82252 -1.94189
H -1.31926 1.08731 -1.67371
H -0.19226 0.45266 -2.79554
H -0.43598 -0.71383 -0.39299
H 2.13938 0.15046 -1.40770
H 1.65026 -1.46251 -0.63592
C -3.35881 3.36150 -3.69682
C -2.62138 3.83599 -4.95772
C -1.29378 4.48158 -4.66952
O -0.42534 3.71401 -5.42670
C -1.06124 2.84804 -6.22794
O -0.56106 2.13513 -7.07073
O -2.25573 2.69988 -5.72161
H -2.86282 2.58114 -3.11964
H -4.33362 2.92322 -3.91068
H -3.55035 4.16315 -2.98355
H -3.18681 4.47327 -5.63761
H -1.05535 4.40000 -3.60905
H -1.41845 5.52875 -4.94519
C 2.50576 4.04476 0.94137
C 2.88840 3.84893 -0.53114
C 2.19174 4.82924 -1.44746
O 3.28862 5.44294 -2.14460
C 4.50116 5.04335 -1.64102
O 5.60208 5.56233 -1.92872
O 4.28302 4.07474 -0.73045
H 2.80224 5.05065 1.23869
H 2.85531 3.25326 1.60428
H 1.42668 4.01581 1.09258
H 2.66776 2.80687 -0.76249
H 1.66508 5.55440 -0.82708
H 1.60727 4.29301 -2.19508
C -4.86531 -4.13863 -2.53234
C -3.59346 -3.71570 -1.66091
C -2.98299 -2.44227 -2.12028
O -2.73163 -1.78912 -0.87715
C -3.21326 -2.48880 0.15548
O -3.12100 -2.11565 1.33682
O -3.95065 -3.52272 -0.32155
H -5.44103 -3.26733 -2.84452
H -5.50628 -4.85574 -2.01951
H -4.40568 -4.58246 -3.41544
H -2.91809 -4.56580 -1.75732
H -3.58154 -1.84022 -2.80394
H -2.03961 -2.71850 -2.59124
C 3.15295 -1.51752 3.79419
C 4.31695 -1.62330 2.74775
C 5.72467 -1.78073 3.38814
O 6.23172 -2.83000 2.67662
C 5.34650 -3.43142 1.88645
O 5.57471 -4.39453 1.16491
O 4.16858 -2.87479 2.12801
H 2.14521 -1.65955 3.40380
H 3.11722 -0.52857 4.25114
H 3.35687 -2.28643 4.53937
H 4.35942 -0.80954 2.02382
H 5.72943 -1.82816 4.47710
H 6.36627 -0.92028 3.19825
C 0.21684 -1.20875 6.96294
C 0.47635 0.24295 6.71330
C 0.53991 0.58536 5.23102
O 0.01107 1.91344 5.24240
C -0.84823 2.05061 6.25531
O -1.69506 2.97488 6.27862
O -0.63436 1.04382 7.09960
H 1.13141 -1.80083 6.99595
H -0.54577 -1.61247 6.29696
H -0.23223 -1.31619 7.95030
H 1.38597 0.52299 7.24456
H -0.04212 -0.07462 4.58776
H 1.56635 0.55666 4.86539
C 3.20283 3.32046 4.95649
C 2.83620 4.53618 5.69284
C 1.42388 4.97746 5.52772
O 0.98091 5.26394 6.83309
C 1.86542 4.86562 7.73576
O 1.74591 4.99298 8.95170
O 2.92136 4.39809 7.13183
H 4.28096 3.22384 4.82844
H 2.81089 3.25678 3.94140
H 2.77126 2.45056 5.45159
H 3.53991 5.35156 5.52540
H 0.91387 4.12319 5.08250
H 1.50222 5.77104 4.78462
C 1.26994 -6.68686 -5.16418
C 0.40748 -5.42693 -4.80497
C -0.55163 -5.79810 -3.57855
O -0.41490 -4.57785 -2.84535
C 0.60541 -3.80038 -3.27969
O 0.92866 -2.76896 -2.71969
O 1.18930 -4.37941 -4.33607
H 1.95681 -6.99335 -4.37529
H 1.79611 -6.46804 -6.09337
H 0.53776 -7.48313 -5.29825
H -0.28753 -5.07415 -5.56696
H -0.13159 -6.67465 -3.08528
H -1.56344 -6.07833 -3.87149
C -0.93640 -6.22186 0.86183
C 0.22718 -5.33943 1.36086
C 0.74068 -4.15124 0.52537
O 0.97003 -3.15648 1.48992
C 0.12520 -3.42730 2.53296
O -0.28222 -2.63647 3.38422
O -0.14665 -4.74838 2.56886
H -0.71906 -6.58570 -0.14241
H -1.76916 -5.58873 0.55564
H -1.26975 -7.02472 1.51939
H 1.06708 -6.00343 1.56522
H 0.11025 -3.76460 -0.27534
H 1.67983 -4.44274 0.05513

Entry 2
143
Properties=species:S:1:pos:R:3 method="wB97M-V/def2-TZVPD" orbital_gap_ev=9.6234 total_charge=0 smiles="C[C@H]1COC(=O)O1.C[C@H]1COC(=O)O1.C[C@H]1COC(=O)O1.C[C@H]1COC(=O)O1.C[C@H]1COC(=O)O1.C[C@H]1COC(=O)O1.C[C@H]1COC(=O)O1.C[C@H]1COC(=O)O1.C[C@H]1COC(=O)O1.C[C@H]1COC(=O)O1.C[C@H]1COC(=O)O1" spin_multiplicity=1
C -14.18242 0.72245 9.57905
C -14.05344 -0.69181 9.06503
C -15.27798 -1.56721 9.37603
O -15.55743 -2.23471 8.14325
C -14.87182 -1.64730 7.16659
O -15.04128 -1.87758 6.00753
O -14.00789 -0.72642 7.63314
H -13.86498 0.77736 10.62084
H -15.16835 1.16419 9.44139
H -13.47386 1.39821 9.09103
H -13.16852 -1.16774 9.49261
H -16.15394 -0.95217 9.59944
H -15.19427 -2.23730 10.22683
C -22.30550 -6.80636 8.56551
C -21.20478 -6.00321 9.21592
C -21.45676 -5.56200 10.66592
O -20.24355 -5.88089 11.33759
C -19.42463 -6.56745 10.51353
O -18.30868 -6.88002 10.76604
O -20.04345 -6.82763 9.35142
H -22.75395 -7.52378 9.25452
H -21.95793 -7.40132 7.72165
H -23.02863 -6.09143 8.16738
H -20.96178 -5.12420 8.61462
H -22.29343 -6.13580 11.07268
H -21.66349 -4.49576 10.73107
C -15.44048 4.61506 12.07747
C -15.94415 3.63225 13.11834
C -15.44163 2.18889 13.03342
O -14.97621 1.88120 14.31500
C -14.90286 3.01144 15.06629
O -14.36136 3.08788 16.11218
O -15.47030 4.05102 14.40656
H -14.40720 4.39724 11.79122
H -15.53068 5.62450 12.47188
H -15.94090 4.56519 11.10685
H -17.03616 3.65376 13.13007
H -14.68133 2.02996 12.26566
H -16.30018 1.60294 12.69836
C -18.77084 0.85238 9.96639
C -19.34999 -0.32402 10.73716
C -20.75750 -0.70547 10.21360
O -20.58232 -2.01342 9.64027
C -19.32393 -2.43818 9.85738
O -18.91633 -3.52180 9.54612
O -18.59338 -1.49918 10.43353
H -18.97219 0.75664 8.89948
H -17.69358 0.95781 10.11183
H -19.17022 1.80835 10.31190
H -19.34745 -0.19035 11.81792
H -21.16153 -0.02528 9.46411
H -21.50963 -0.80034 10.99618
C -19.15301 0.53341 14.49112
C -18.80707 0.79666 15.94260
C -17.42452 0.32154 16.36162
O -16.90985 1.36772 17.17766
C -17.59850 2.48358 16.90449
O -17.28536 3.58000 17.24750
O -18.63238 2.22936 16.07252
H -19.96081 1.19899 14.18616
H -19.48301 -0.49238 14.37534
H -18.28443 0.75279 13.86806
H -19.61633 0.52016 16.62229
H -16.76148 0.14017 15.51625
H -17.53841 -0.62400 16.89222
C -11.49920 -1.43139 12.98653
C -12.98046 -1.42840 13.27391
C -13.67085 -2.78339 13.37229
O -14.51944 -2.64680 14.49716
C -14.24220 -1.50448 15.17575
O -14.78781 -1.15900 16.16124
O -13.19191 -0.90173 14.59100
H -10.93483 -2.10369 13.63649
H -11.04871 -0.44705 13.07728
H -11.38737 -1.86298 11.98650
H -13.49065 -0.72365 12.60803
H -12.93142 -3.58986 13.42019
H -14.32757 -3.07164 12.54948
C -26.04321 -1.91090 14.21732
C -25.10476 -0.72961 14.24548
C -24.26026 -0.60513 15.52495
O -22.98016 -0.21305 15.05361
C -22.85660 -0.56577 13.77015
O -21.86707 -0.49123 13.12573
O -24.08427 -0.86822 13.25219
H -26.66809 -1.94392 15.11346
H -25.51982 -2.85205 14.07010
H -26.78807 -1.79696 13.42721
H -25.66113 0.20026 14.11420
H -24.25145 -1.52182 16.11602
H -24.63040 0.20001 16.15701
C -15.36598 -4.27487 17.08470
C -16.07065 -4.10856 18.41858
C -17.27968 -5.02254 18.56061
O -17.04394 -5.79765 19.73656
C -15.82551 -5.49651 20.24300
O -15.38010 -5.93416 21.25078
O -15.20510 -4.60213 19.44976
H -15.09172 -5.30426 16.85715
H -14.45918 -3.67816 16.98867
H -16.05698 -3.87266 16.33521
H -16.36760 -3.07599 18.60562
H -17.34811 -5.74935 17.74635
H -18.21099 -4.47292 18.67795
C -19.59395 -3.67881 13.39430
C -18.08792 -3.49001 13.63042
C -17.16028 -4.12652 12.62420
O -16.29345 -3.04444 12.25966
C -16.77789 -1.88522 12.66832
O -16.26572 -0.82668 12.44029
O -17.85331 -2.06307 13.47973
H -19.88472 -4.68358 13.69844
H -19.83464 -3.59313 12.33137
H -20.12341 -2.87338 13.89801
H -17.83744 -3.77420 14.65335
H -17.65474 -4.43217 11.70203
H -16.56888 -4.89266 13.11696
C -22.66659 -4.76773 14.73255
C -22.24875 -4.45856 16.15262
C -21.38733 -5.59153 16.75415
O -20.07541 -5.02031 16.79859
C -20.15444 -3.70227 16.55663
O -19.23010 -2.95956 16.64080
O -21.41498 -3.32855 16.27518
H -23.15573 -3.98133 14.16498
H -23.33439 -5.63757 14.68757
H -21.83213 -5.21756 14.18523
H -23.15182 -4.44096 16.76949
H -21.50230 -6.46847 16.11776
H -21.62401 -5.83351 17.78969
C -19.12508 -8.62508 16.64129
C -18.21505 -8.76860 15.44213
C -18.63678 -7.88998 14.25340
O -17.45045 -7.19103 13.91706
C -16.45711 -7.48312 14.75752
O -15.33779 -7.09402 14.67119
O -16.91102 -8.28001 15.75376
H -18.77575 -9.28832 17.43660
H -20.11982 -9.01689 16.41101
H -19.19549 -7.61751 17.04777
H -18.20316 -9.81637 15.13677
H -19.37211 -7.12792 14.53458
H -19.01612 -8.43349 13.38936

Q: Which of them is the most stable? A: entry 2.

Entry 1
20
Properties=species:S:1:pos:R:3 method="wB97M-V/def2-TZVPD" orbital_gap_ev=8.1299 total_charge=0 spin_multiplicity=1
C -0.44894 -1.99384 -0.07841
C 0.08391 -0.70249 -0.34885
C -0.12252 -0.15531 -1.73976
C 0.13490 0.28834 0.81146
C 1.17495 1.39852 0.69661
C -1.27782 0.87355 0.95050
H -0.53977 -2.33529 0.94720
H -0.84957 -2.60037 -0.88229
H 0.95767 -1.68719 -0.30652
H 1.75934 -0.87745 -0.53285
H -1.17144 0.15533 -1.81751
H 0.05213 -0.93144 -2.48822
H 0.53104 0.69390 -1.94997
H 0.35103 -0.29840 1.71374
H 0.97935 2.04833 -0.16456
H 2.18433 0.98893 0.59515
H 1.13966 2.02613 1.59428
H -2.03020 0.08005 0.99847
H -1.34848 1.48025 1.85853
H -1.51558 1.52338 0.09978

Entry 2
20
Properties=species:S:1:pos:R:3 method="wB97M-V/def2-TZVPD" orbital_gap_ev=10.0200 total_charge=0 spin_multiplicity=1
C 2.58049 -0.03010 -0.35187
C 1.22812 -0.69239 -0.43884
C 0.04429 -0.07194 -0.47740
C -0.08641 1.42777 -0.43557
C -1.24245 -0.86169 -0.59767
C -2.36286 -0.40138 0.34039
H 2.62516 0.70923 0.45621
H 3.36387 -0.76939 -0.16204
H 2.84296 0.48725 -1.28352
H 1.22912 -1.78183 -0.48350
H -0.68235 1.75260 0.42638
H 0.88591 1.92109 -0.37003
H -0.59501 1.80319 -1.33307
H -1.02757 -1.92102 -0.41624
H -1.60729 -0.79766 -1.63349
H -2.68976 0.61824 0.10969
H -3.23674 -1.05472 0.24740
H -2.04415 -0.41789 1.38900
H 0.40858 0.17345 2.85271
H 0.36609 -0.09276 2.16148

Q: Which of them is the most stable? A: entry 2.

Entry 1
26
Properties=species:S:1:pos:R:3 method="wB97M-V/def2-TZVPD" orbital_gap_ev=9.4780 total_charge=0 smiles="CON(N=O)N(C)C(C)(C)C" spin_multiplicity=1
C 2.99994 -1.78937 -0.03500
O 2.03949 -1.01892 0.60361
N 1.65760 0.49770 0.11804
N 2.47621 1.27456 -0.46152
O 3.62433 1.00078 -0.79077
N 0.43904 0.98676 0.51773
C 0.32676 1.09973 1.98438
C -0.70889 0.49882 -0.25797
C -1.74954 1.58597 -0.14791
C -0.26539 0.25943 -1.70466
C -1.16520 -0.86060 0.33133
H 3.38572 -2.52411 0.76318
H 3.88068 -1.12964 -0.32926
H 2.40993 -2.49000 -0.73258
H 1.25639 0.99148 2.51837
H -0.02284 2.03550 2.23044
H -0.48186 0.38650 2.34958
H -2.30218 1.48976 0.85049
H -1.33314 2.62157 -0.33183
H -2.60781 1.32555 -0.78107
H 0.35150 -0.59972 -1.66709
H 0.28090 1.11308 -1.95498
H -1.08442 0.12430 -2.35396
H -0.26553 -1.51599 0.56408
H -1.73937 -0.68830 1.34056
H -1.86102 -1.27427 -0.41142

Entry 2
26
Properties=species:S:1:pos:R:3 method="wB97M-V/def2-TZVPD" orbital_gap_ev=9.2480 total_charge=0 spin_multiplicity=1
H 3.73462 -0.23510 -2.04464
N 2.80340 0.01848 -1.89210
C 2.15621 -0.19835 -0.81867
N 2.64533 -0.65248 0.45226
N 0.82094 0.12945 -0.85029
C 0.41148 1.29225 -0.01663
C 0.56028 2.69649 -0.56768
H 2.86548 0.03322 1.22103
H 2.03314 -1.13185 1.07327
H 0.30969 -0.03463 -1.80861
H 1.09796 1.29401 0.79814
H -0.47461 1.00472 0.71577
H -0.17993 2.78330 -1.36880
H 1.61798 2.80841 -0.83315
H 0.60827 3.53389 0.23420
C -2.04358 -1.14857 -0.95360
C -1.78616 -1.72528 0.46268
C -2.36562 -0.90473 1.56057
O -3.37909 -0.26979 1.62926
O -1.59416 -0.46458 2.64688
H -1.75848 -0.04328 -1.08355
H -3.10861 -1.33429 -1.11721
H -1.37676 -1.58542 -1.71960
H -2.03407 -2.80273 0.73606
H -0.61188 -1.73758 0.50682
H -0.95183 -1.32555 3.03757

Q: Which of them is the most stable? A: entry 2.

Entry 1
10
Properties=species:S:1:pos:R:3 method="wB97M-V/def2-TZVPD" orbital_gap_ev=10.2538 total_charge=0 smiles="O=CNC=C(F)F" spin_multiplicity=1
O 1.15726 -0.11858 2.78867
C 0.94822 0.25449 1.59412
N -0.21243 -0.18137 0.79493
C -0.08689 0.13484 -0.64854
C -0.82351 -0.34767 -1.58123
F -1.40776 -1.57076 -1.91927
F -0.85111 0.40567 -2.63007
H 1.55829 1.26163 1.10078
H -0.44602 -1.08444 1.06128
H 0.16395 1.24619 -0.56067

Entry 2
10
Properties=species:S:1:pos:R:3 method="wB97M-V/def2-TZVPD" orbital_gap_ev="8.7843 / 8.7833" total_charge=0 spin_multiplicity=1
C 0.91665 -0.13692 0.67665
C 1.07281 0.43710 -1.65976
C -1.78260 -0.50122 1.08152
N 1.09841 0.24266 -0.44562
O -2.11067 -1.03965 0.09248
F 1.90491 -0.19961 1.56468
F -1.77588 0.84971 1.08449
H 1.65080 -0.12412 -2.44768
H 0.55947 1.27799 -2.05997
H -1.53391 -0.80594 2.11322

Q: Which of them is the most stable? A: entry 1.

Entry 1
19
Properties=species:S:1:pos:R:3 method="wB97M-V/def2-TZVPD" orbital_gap_ev=10.0951 total_charge=0 smiles="C1=NC[C@@]23C[C@@H]2CCN13" spin_multiplicity=1
C 0.07259 -1.43713 1.29635
N -1.06801 -1.34056 1.85846
C -1.84357 -0.75213 0.73188
C -0.74918 -0.08638 -0.16218
C -0.77883 0.47755 -1.56923
C -0.24029 1.18894 -0.40255
C 1.26444 1.16778 -0.34289
C 1.70792 -0.29891 0.13400
N 0.39093 -1.00046 0.00834
H 0.67669 -2.38495 1.81995
H -2.42922 -1.55358 0.29736
H -2.58114 0.18494 0.98542
H -0.18999 -0.14353 -2.34558
H -1.76768 0.83692 -2.14171
H -0.55040 2.31546 -0.04459
H 1.80492 1.66856 -1.13460
H 1.47001 2.09464 0.36563
H 2.45478 -0.85529 -0.57501
H 2.35605 -0.08186 1.22095

Entry 2
19
Properties=species:S:1:pos:R:3 method="wB97M-V/def2-TZVPD" orbital_gap_ev=9.5816 total_charge=0 smiles=C#C[C@@H]1N[C@H](C)[C@@H]2N[C@H]21 spin_multiplicity=1
C -1.65603 -3.09608 0.83262
C -1.12574 -1.99549 0.90860
C -0.66981 -0.58797 0.95496
N -1.06235 0.11110 -0.32694
C -0.01564 1.13615 -0.74148
C 0.76650 0.72652 -2.02374
C 0.69357 1.15607 0.57366
N 1.91856 0.66449 1.21268
C 0.83983 -0.32203 0.86749
H -2.22016 -4.05431 0.71310
H -1.09334 -0.09019 1.82743
H -1.99356 0.60118 -0.11049
H -0.53310 2.03812 -1.01634
H 0.10544 0.32512 -2.85130
H 1.59782 -0.04020 -1.80534
H 1.24009 1.63701 -2.45556
H 0.01543 1.62562 1.28691
H 1.94301 0.99424 2.18275
H 1.24950 -0.82932 -0.02901

Q: Which of them is the most stable? A: entry 1.

Entry 1
15
Properties=species:S:1:pos:R:3 method="wB97M-V/def2-TZVPD" orbital_gap_ev=10.3350 total_charge=+1 spin_multiplicity=1
C 1.26596 0.35867 0.17977
C -1.07285 0.28983 -0.72022
C -0.09980 -0.17524 0.35493
N 1.33365 1.65032 0.06078
N 0.04043 -1.55783 0.37006
S 2.61986 -0.62449 0.03006
H -2.11431 0.42930 -0.48462
H -1.01761 -0.31109 -1.58521
H -0.71994 1.20092 -1.09682
H -0.36192 0.33689 1.44894
H 0.52467 2.21651 0.05721
H 2.15503 2.18950 -0.04581
H 1.69726 -1.60556 -0.02450
H -0.61826 -1.86120 -0.28556
H -0.03322 -2.08180 1.26086

Entry 2
15
Properties=species:S:1:pos:R:3 method="wB97M-V/def2-TZVPD" orbital_gap_ev=8.5282 total_charge=+1 spin_multiplicity=1
C -2.46084 0.32851 0.54532
C 3.66075 -0.04478 0.65376
C 3.08116 -0.30745 -0.56902
N -3.60364 0.90382 0.64482
N -1.82738 -0.10432 -0.53496
S -0.11558 -0.69485 -0.83756
H -1.88612 0.04463 1.36292
H 3.29745 0.08463 1.62065
H 4.62738 0.30553 0.59147
H -0.56425 -1.89485 -1.18178
H 2.11856 -0.75435 -0.87738
H 3.87572 -0.37988 -1.31352
H -4.17083 0.90177 1.47196
H -4.01607 1.34087 -0.16718
H -2.01631 0.27072 -1.40951

Q: Which of them is the most stable? A: entry 1.